ORCA calculation (wB97M-V/def2-TZVPD) on a cluster of 5 separate species, C30H75N5O10 in total at a distorted geometry.

The calculation puts the orbital gap at 8.94 eV. The LUMO energy is 0.622 eV. As for the charge: 0. As for the structure (SMILES): COCCNCCOC.COCCNCCOC.COCCNCCOC.COCCNCCOC.COCCNCCOC.

Cartesian coordinates (Å):
H 17.6391 -17.3281 11.0716
C 33.2255 -18.9762 17.8070
H 29.9205 -10.5665 20.5468
C 18.6980 -18.1678 20.2964
H 32.0049 -19.2535 20.1121
H 16.7406 -22.2438 13.0888
H 33.1968 -18.0991 18.4535
C 23.4873 -16.6162 16.6995
H 33.7755 -17.2665 15.8200
C 31.7022 -18.0553 13.6617
H 18.0529 -21.2240 13.7078
H 29.0116 -17.4828 17.8147
O 26.2305 -11.6671 17.5759
H 29.3457 -15.8551 17.6366
C 17.2255 -16.5488 11.7118
H 17.8022 -18.8140 12.8877
H 16.8780 -15.9170 10.8944
H 31.3002 -18.6790 16.6858
H 26.3122 -15.2282 13.9230
H 26.5277 -13.2676 18.9854
H 17.7714 -17.6449 20.5329
C 30.6777 -7.6883 16.9594
H 26.2979 -12.5786 15.6907
O 19.3603 -19.5687 18.4556
H 25.2618 -13.9425 13.5926
C 27.0711 -12.4513 18.5094
H 32.3476 -20.9390 20.2978
H 23.0261 -17.5560 17.0031
C 21.0359 -17.4058 20.2623
O 29.9078 -8.1660 18.0943
H 33.6912 -19.9295 20.4793
H 21.1645 -18.4837 20.1641
C 17.0939 -18.8594 13.7150
H 21.0875 -16.2420 24.0855
H 30.1678 -7.1624 16.1522
H 34.2637 -19.0071 17.4767
H 19.8158 -17.2119 21.7806
H 27.9172 -9.9838 18.4858
H 22.9950 -16.6016 21.0992
O 24.4545 -15.1394 14.9316
H 25.0412 -18.5357 17.3922
C 31.8221 -17.0306 14.8814
H 31.0869 -8.5889 16.5016
H 22.7706 -16.1185 23.8053
C 28.5144 -16.5153 17.8837
O 21.9170 -17.6269 22.5135
H 21.6655 -15.8169 21.6068
C 17.2295 -21.2741 12.9953
H 30.7792 -16.9941 15.1965
C 18.3583 -15.6766 12.2879
N 28.5441 -10.5797 19.0074
H 22.1009 -17.5164 24.5615
C 21.9627 -16.8360 21.3594
H 32.6383 -19.5214 15.8563
H 21.2707 -16.7887 19.3951
H 31.1565 -9.7429 18.3209
C 21.9413 -16.8225 23.7361
C 19.4220 -15.7990 14.4743
H 17.6315 -18.9951 14.6535
H 18.6742 -19.0984 20.8635
H 15.6182 -17.6720 11.7637
H 19.8492 -14.8102 14.3070
H 19.2973 -20.0553 16.3453
H 25.8757 -17.7641 18.6466
H 18.7698 -15.6603 15.3365
H 24.6904 -15.3738 12.9147
C 25.5621 -12.3295 16.4553
O 30.7143 -17.2855 12.8426
C 30.1259 -18.0391 11.8489
N 24.6058 -16.4810 17.6211
C 30.4956 -9.1201 18.9238
H 17.7448 -21.1747 12.0399
H 22.9327 -16.4479 14.6012
C 29.4890 -9.8504 19.8474
H 26.8390 -11.0798 20.1182
H 24.8996 -11.5359 16.1098
H 27.8753 -12.7961 17.8595
O 16.4490 -20.0913 13.2326
H 27.2404 -18.4287 16.4277
H 31.2941 -19.0132 13.9843
H 19.1076 -21.2796 17.4541
H 20.2823 -16.3090 14.9077
H 28.1067 -16.2655 18.8633
H 17.6348 -18.4402 18.4427
H 32.0019 -16.0061 14.5558
H 19.1336 -17.5369 18.2596
C 26.7247 -17.4786 16.5673
H 30.8772 -18.7102 11.4327
C 16.1379 -17.6338 13.7199
C 27.6942 -11.5572 19.6398
H 24.9638 -13.1871 16.7632
H 19.1622 -15.4087 11.6024
H 26.4109 -17.2538 15.5480
H 25.1319 -15.6828 17.2951
C 32.7644 -20.0090 19.9111
O 27.5137 -16.3636 16.8593
H 24.5203 -17.0777 14.7960
C 18.8384 -20.2322 17.3180
H 15.1775 -17.9188 14.1495
H 28.1302 -12.2975 20.3107
C 23.8387 -16.3266 15.1951
H 17.7547 -20.3169 17.2361
C 25.5722 -17.6093 17.6112
H 22.6990 -15.9234 16.9939
N 16.0139 -16.9984 12.4038
H 28.9086 -9.1391 20.4350
N 32.7846 -17.4052 15.9576
H 29.3628 -18.7766 12.0976
H 31.5189 -7.1051 17.3340
N 19.6563 -17.2265 20.7834
H 32.6998 -18.1635 13.2360
C 32.3805 -18.7174 16.5456
H 16.4203 -17.0769 14.6133
O 18.9422 -16.5216 13.3221
H 31.1656 -8.5648 19.5802
H 17.9961 -14.6837 12.5545
C 18.6706 -18.3776 18.7762
H 29.7879 -17.3039 11.1185
O 32.9167 -20.1594 18.5361
C 25.2529 -15.0167 13.7773